--- i ---
47
Properties=species:S:1:pos:R:3:nbo_charge:R:1 method="wB97M-V/def2-TZVPD" homo_lumo_gap_ha=0.307 total_charge=0 multiplicity=1 smiles="C[C@H](CO)NC(=O)[C@@H]1C=C2c3cccc4[nH]cc(c34)C[C@@H]2N(C)C1"
O 1.063 2.572 -2.811 -0.671
O 2.309 4.507 -1.230 -0.730
N 1.934 -0.304 0.189 -0.463
N -2.624 -3.258 2.644 -0.519
N 0.837 2.108 -0.591 -0.637
C -2.338 -2.404 -1.371 -0.241
C 0.870 -1.285 0.406 -0.064
C 2.359 -0.269 -1.203 -0.207
C -0.890 -1.986 2.021 -0.038
C -0.023 -0.452 -1.783 -0.143
C 0.966 4.600 -0.845 -0.064
C -1.507 -2.578 3.081 -0.042
C -0.203 -1.171 -0.673 -0.046
C -1.024 3.466 0.200 -0.611
C -2.742 -3.114 1.289 0.142
C 0.491 3.395 -0.007 -0.064
C 1.240 0.282 -2.084 -0.348
C -1.416 -1.954 -0.440 0.040
C 0.304 -1.115 1.837 -0.431
C -1.655 -2.325 0.881 -0.123
C 3.071 -0.483 1.071 -0.405
C -3.429 -3.183 -0.973 -0.203
C 1.032 1.794 -1.874 0.698
C -3.655 -3.557 0.340 -0.242
H 1.001 3.435 0.963 0.191
H 0.026 -0.065 1.980 0.214
H 3.238 0.375 -1.279 0.212
H 1.276 -2.316 0.335 0.186
H 0.319 4.709 -1.723 0.179
H -2.219 -2.175 -2.419 0.211
H -1.362 2.639 0.821 0.210
H 2.786 -0.283 2.102 0.203
H -4.122 -3.516 -1.732 0.213
H -1.250 -2.574 4.123 0.211
H 3.496 -1.496 1.010 0.172
H 0.975 1.332 0.057 0.435
H 3.842 0.234 0.796 0.210
H -1.297 4.402 0.679 0.209
H 1.501 0.154 -3.139 0.242
H 2.639 -1.275 -1.562 0.182
H 0.875 5.496 -0.226 0.175
H 1.068 -1.366 2.574 0.219
H -3.250 -3.772 3.239 0.413
H -0.810 -0.379 -2.518 0.214
H -1.527 3.404 -0.761 0.213
H -4.506 -4.168 0.606 0.214
H 2.330 3.919 -2.000 0.489



--- ii ---
47
Properties=species:S:1:pos:R:3:nbo_charge:R:1 method="wB97M-V/def2-TZVPD" homo_lumo_gap_ha=0.306 total_charge=0 multiplicity=1 smiles=CCCn1c(NCc2cc(OC)ccc2OC)nc2ccccc21
O -2.635 -2.542 1.176 -0.504
O -2.683 2.491 -1.108 -0.498
N 0.151 0.105 2.202 -0.614
N 2.238 0.064 1.042 -0.387
N 0.580 -1.275 0.329 -0.548
C 2.714 -0.585 -0.080 0.089
C 4.068 -1.363 -1.851 -0.229
C -1.157 -0.508 2.366 -0.236
C -2.015 0.972 0.544 -0.231
C -3.374 2.780 -2.296 -0.250
C 3.925 -0.546 -0.743 -0.245
C 2.883 1.121 1.770 -0.203
C -3.381 -1.103 -0.641 -0.234
C 1.822 -2.237 -1.620 -0.238
C -3.404 0.156 -1.224 -0.311
C -3.114 -3.675 0.497 -0.247
C 2.455 2.852 -0.025 -0.612
C 3.035 -2.192 -2.279 -0.231
C 1.658 -1.425 -0.507 0.183
C 2.282 2.494 1.445 -0.406
C -2.680 -1.338 0.532 0.282
C 0.950 -0.392 1.215 0.559
C -2.724 1.208 -0.633 0.285
C -1.978 -0.279 1.124 -0.035
H 3.509 2.884 -0.292 0.200
H 2.771 3.243 2.072 0.203
H -4.201 -3.637 0.359 0.170
H 1.021 -2.880 -1.949 0.217
H 1.219 2.483 1.691 0.211
H -4.450 2.599 -2.192 0.172
H 2.802 0.925 2.847 0.194
H 0.625 0.355 3.058 0.390
H -3.206 3.839 -2.487 0.197
H 3.190 -2.814 -3.149 0.209
H -2.989 2.197 -3.139 0.174
H -1.637 -0.038 3.228 0.211
H 3.943 1.108 1.505 0.213
H 5.001 -1.356 -2.395 0.209
H -1.080 -1.587 2.538 0.222
H 2.017 3.826 -0.231 0.215
H -2.626 -3.794 -0.475 0.179
H 1.962 2.116 -0.656 0.217
H -2.867 -4.526 1.130 0.197
H 4.734 0.094 -0.420 0.208
H -1.474 1.791 0.990 0.222
H -3.921 -1.898 -1.129 0.210
H -3.959 0.289 -2.139 0.216



From most stable to least stable, the computed energies give i, ii.



--- i ---
72
Properties=species:S:1:pos:R:3:lowdin_charge:R:1 method="wB97M-V/def2-TZVPD" homo_lumo_gap_ha="0.148 / 0.148" total_charge=+3 multiplicity=1
Ru -0.620 0.582 0.470 0.782
P 0.514 1.482 -1.348 1.028
P -0.454 -1.610 0.423 0.979
N -4.731 1.138 4.240 0.193
N -1.789 0.938 2.177 -0.112
N -2.632 1.979 4.586 0.168
N -2.015 0.225 -0.959 -0.081
C 2.313 2.351 -3.295 -0.065
C 1.753 4.863 1.504 -0.023
C 0.033 3.877 0.135 -0.105
C -0.071 -4.702 3.012 -0.031
C -0.165 -2.710 4.358 -0.040
C -3.482 1.296 3.807 -0.331
C -2.712 0.098 -3.127 0.108
C 2.588 -0.183 -4.459 -0.036
C 3.015 -2.463 -1.460 -0.051
C 2.671 3.935 1.027 -0.033
C -0.303 -2.543 1.960 -0.350
C -0.175 -3.933 1.866 -0.067
C -0.068 -4.090 4.259 -0.021
C 0.404 -3.437 -1.558 -0.091
C 1.400 -4.029 -2.325 -0.036
C -1.994 0.886 -2.157 -0.201
C -1.391 2.137 4.177 -0.075
C 1.646 1.275 -2.734 -0.381
C -2.240 -2.048 -0.151 -0.121
C 2.019 -1.854 -0.709 -0.125
C 1.772 0.001 -3.323 -0.079
C -3.034 -1.096 -2.505 0.110
C 0.438 4.830 1.063 -0.045
C -2.508 -1.017 -1.161 -0.208
C 2.703 -3.549 -2.271 -0.030
C 0.950 2.941 -0.359 -0.397
C 3.259 0.891 -5.003 -0.025
C -0.944 1.630 2.967 -0.160
C 2.277 2.978 0.112 -0.091
C -0.287 -1.937 3.214 -0.087
C 3.126 2.158 -4.430 -0.015
C 0.705 -2.341 -0.750 -0.387
C -3.037 0.759 2.563 -0.038
C -1.115 2.038 -2.309 -0.095
H 4.030 -2.096 -1.408 0.127
H 0.023 -4.691 5.153 0.128
H -3.548 -1.960 -2.890 0.146
H -2.908 0.433 -4.131 0.147
H -2.446 -3.072 -0.440 0.113
H -0.594 -3.849 -1.598 0.103
H -0.948 2.396 -3.319 0.125
H -4.991 1.552 5.122 0.138
H -1.437 2.847 -1.655 0.094
H 2.069 5.617 2.211 0.129
H 2.227 3.339 -2.860 0.116
H 3.657 2.998 -4.857 0.125
H -0.146 -4.424 0.903 0.106
H -5.434 0.656 3.708 0.126
H -2.738 -1.806 0.795 0.111
H 3.889 0.754 -5.871 0.129
H 2.687 -1.165 -4.900 0.120
H 3.698 3.968 1.364 0.129
H -3.700 0.214 1.903 0.116
H -1.000 3.916 -0.184 0.096
H 0.097 1.751 2.645 0.110
H -0.349 -0.862 3.317 0.073
H -0.275 5.559 1.422 0.126
H 1.235 -0.851 -2.906 0.081
H 3.477 -4.026 -2.856 0.127
H -0.721 2.686 4.827 0.133
H 1.161 -4.876 -2.952 0.125
H 0.020 -5.775 2.933 0.126
H 3.008 2.263 -0.252 0.116
H 2.272 -1.008 -0.077 0.100
H -0.136 -2.233 5.328 0.122



--- ii ---
72
Properties=species:S:1:pos:R:3:lowdin_charge:R:1 method="wB97M-V/def2-TZVPD" homo_lumo_gap_ha=0.173 total_charge=+3 multiplicity=1
Ru -0.857 0.093 0.221 0.787
P -0.208 0.683 -1.946 1.019
P 0.886 -0.930 1.376 1.040
N -4.760 0.825 2.799 0.171
N -5.458 -1.330 3.128 0.193
N -0.863 -1.720 -0.666 -0.080
N -2.581 -0.064 1.385 -0.102
C -1.490 4.483 -1.659 -0.027
C 1.821 -1.354 3.944 -0.057
C -1.221 -0.772 -2.776 -0.121
C -3.448 -0.943 1.859 -0.034
C 0.087 -3.789 -1.291 0.086
C -4.562 -0.489 2.598 -0.332
C -2.696 1.994 -1.957 -0.104
C 2.339 0.366 -2.946 -0.086
C 3.095 0.101 0.186 -0.134
C 1.799 -1.161 5.314 -0.030
C -3.875 1.680 2.318 -0.064
C 3.371 -2.167 0.982 -0.084
C 0.771 1.583 -4.350 -0.066
C -0.335 -3.251 -2.387 0.087
C 3.292 0.454 -3.948 -0.037
C 0.890 -0.687 3.139 -0.366
C -0.051 0.372 5.088 -0.040
C -2.762 1.247 1.611 -0.173
C -2.880 4.372 -1.697 -0.023
C -0.222 -2.787 -0.184 -0.205
C 4.422 0.118 -0.218 -0.055
C -0.896 -1.890 -1.995 -0.206
C 1.080 0.936 -3.143 -0.385
C 4.696 -2.142 0.575 -0.032
C 2.565 -1.041 0.784 -0.373
C -3.483 3.134 -1.842 -0.045
C 0.870 -0.298 5.884 -0.019
C -0.697 3.355 -1.771 -0.084
C -0.043 0.180 3.717 -0.095
C 1.730 1.659 -5.346 -0.028
C 5.219 -1.003 -0.025 -0.021
C -1.304 2.104 -1.938 -0.414
C 0.200 -2.735 1.159 -0.139
C 2.986 1.092 -5.144 -0.017
H -0.287 -3.657 -3.388 0.152
H -2.272 -0.489 -2.628 0.115
H -3.287 -1.993 1.654 0.121
H 1.500 2.153 -6.281 0.127
H 5.325 -3.008 0.739 0.127
H -3.493 5.262 -1.627 0.129
H 3.731 1.147 -5.928 0.129
H 2.516 -1.677 5.940 0.128
H -5.423 -2.324 2.991 0.125
H 0.384 3.445 -1.753 0.119
H -1.026 5.455 -1.554 0.128
H -4.057 2.734 2.490 0.134
H -1.011 -0.892 -3.836 0.128
H 2.571 -2.006 3.510 0.104
H 0.876 -0.134 6.954 0.129
H 6.257 -0.988 -0.332 0.129
H 4.274 0.023 -3.799 0.122
H -0.648 -2.733 1.855 0.131
H -0.204 2.032 -4.505 0.120
H 0.560 -4.753 -1.160 0.151
H 4.839 1.010 -0.668 0.128
H -4.562 3.056 -1.888 0.126
H 0.894 -3.532 1.416 0.110
H 2.992 -3.063 1.461 0.102
H -2.009 1.946 1.247 0.104
H -0.742 0.719 3.099 0.060
H 2.478 0.984 0.062 0.098
H -0.767 1.047 5.540 0.122
H -6.228 -0.947 3.655 0.136
H 2.575 -0.129 -2.016 0.065
H -3.184 1.036 -2.092 0.092



From most stable to least stable, the computed energies give i, ii.



--- i ---
38
Properties=species:S:1:pos:R:3:nbo_charge:R:1 method="wB97M-V/def2-TZVPD" homo_lumo_gap_ha=0.326 total_charge=0 multiplicity=1 smiles="COC(=O)C[C@H]1C(=O)NCCN1C(=S)Nc1ccccc1"
S 2.023 2.307 -1.904 -0.250
O 1.772 0.202 3.133 -0.613
O -1.690 -2.363 0.336 -0.589
O 0.003 -2.253 -1.138 -0.522
N -0.070 2.230 -0.392 -0.640
N 3.247 0.072 1.448 -0.611
N 1.247 0.265 -0.399 -0.445
C -0.546 -2.114 0.074 0.810
C -3.926 0.942 0.572 -0.226
C -3.172 0.223 -0.340 -0.162
C -1.892 0.634 -0.662 -0.284
C 1.998 0.087 1.948 0.663
C 0.488 -1.638 1.073 -0.503
C 3.630 0.107 0.051 -0.235
C -3.402 2.086 1.152 -0.186
C 0.858 -0.143 0.938 -0.132
C 2.477 -0.369 -0.828 -0.238
C 1.007 1.531 -0.845 0.311
C -2.123 2.504 0.836 -0.261
C -1.356 1.768 -0.062 0.213
C -0.830 -2.697 -2.203 -0.275
H -1.708 3.395 1.284 0.219
H -0.721 -1.996 -3.030 0.194
H -0.499 -3.689 -2.514 0.194
H 1.380 -2.257 0.964 0.229
H -1.868 -2.741 -1.870 0.214
H 3.896 1.134 -0.234 0.217
H -3.581 -0.661 -0.802 0.221
H 4.507 -0.529 -0.095 0.204
H 2.670 -0.095 -1.866 0.259
H -4.923 0.616 0.824 0.217
H -3.990 2.655 1.856 0.218
H 3.979 0.253 2.122 0.408
H -1.303 0.098 -1.390 0.220
H -0.013 3.215 -0.617 0.426
H 0.084 -1.777 2.076 0.263
H 0.003 0.447 1.271 0.259
H 2.345 -1.449 -0.766 0.212



--- ii ---
38
Properties=species:S:1:pos:R:3:nbo_charge:R:1 method="wB97M-V/def2-TZVPD" homo_lumo_gap_ha=0.253 total_charge=0 multiplicity=1 smiles="CN1C[C@@H]2CCN(C(=O)/C=C/c3ccc([N+](=O)[O-])s3)[C@H]1C2"
S -2.592 -2.918 1.418 0.452
O -3.648 -4.184 3.704 -0.395
O -0.495 0.085 -2.407 -0.607
O -4.092 -6.193 2.923 -0.360
N 0.287 1.284 -0.563 -0.476
N 2.576 2.253 -1.164 -0.464
N -3.616 -5.050 2.772 0.460
C 1.491 3.642 0.395 -0.219
C 2.871 3.161 -0.077 -0.213
C 1.084 2.198 -1.422 0.105
C 3.389 1.062 -1.261 -0.414
C -2.570 -4.303 -0.734 -0.249
C 0.801 2.630 1.427 -0.411
C -1.615 -1.977 -1.037 -0.149
C -0.425 0.221 -1.217 0.665
C 0.618 1.184 0.872 -0.218
C -3.165 -4.610 1.560 -0.107
C -3.098 -5.148 0.286 -0.160
C 0.681 3.501 -0.807 -0.418
C -0.951 -0.943 -0.384 -0.250
C -2.186 -3.082 -0.275 -0.189
H 0.831 4.416 -1.437 0.211
H -0.147 2.960 1.808 0.209
H -2.500 -4.467 -1.843 0.241
H 1.588 0.450 0.877 0.190
H 3.321 4.023 -0.449 0.189
H 1.363 2.659 2.411 0.214
H -3.511 -6.106 0.128 0.242
H -1.563 -2.025 -2.114 0.248
H 1.464 4.619 0.850 0.221
H 4.429 1.369 -1.699 0.197
H 3.509 0.602 -0.278 0.170
H -0.204 0.846 1.430 0.214
H -0.379 3.667 -0.510 0.223
H 3.080 0.277 -1.992 0.221
H 3.546 2.659 0.694 0.189
H 0.798 2.185 -2.482 0.250
H -0.972 -0.951 0.597 0.187



From most stable to least stable, the computed energies give i, ii.



--- i ---
19
Properties=species:S:1:pos:R:3:nbo_charge:R:1 method="wB97M-V/def2-TZVPD" homo_lumo_gap_ha=0.339 total_charge=0 multiplicity=1 smiles="Br[C@@]1(c2cscn2)CC=CC=N1"
Br 0.657 2.290 1.508 -0.037
S 2.302 0.522 -2.966 0.406
N -1.137 1.083 -0.113 -0.461
N 1.915 -0.670 -0.755 -0.441
C 0.037 -0.649 1.382 -0.521
C 0.045 0.692 0.433 0.161
C -2.220 0.472 -0.005 0.130
C -1.315 -1.012 1.750 -0.094
C 2.677 -0.669 -1.778 -0.103
C 1.120 0.408 -0.751 0.086
C 1.096 1.152 -1.874 -0.420
C -2.329 -0.563 0.989 -0.297
H 3.282 -1.394 -2.013 0.192
H -3.079 0.820 -0.443 0.184
H -3.322 -0.727 1.273 0.205
H -1.405 -1.801 2.416 0.210
H 0.571 -1.362 0.779 0.270
H 0.373 2.046 -2.039 0.286
H 0.734 -0.639 2.205 0.243



--- ii ---
19
Properties=species:S:1:pos:R:3:nbo_charge:R:1 method="wB97M-V/def2-TZVPD" homo_lumo_gap_ha=0.304 total_charge=0 multiplicity=1 smiles=Brc1c(C2CC2)sc2cncn12
Br 1.769 -2.267 0.068 0.105
S -0.548 1.509 -0.234 0.406
N 3.297 2.176 0.085 -0.431
N 1.866 0.587 -0.075 -0.363
C 1.176 1.749 -0.180 -0.073
C -1.411 -1.245 -0.331 -0.287
C 2.072 2.744 -0.008 -0.120
C 1.028 -0.545 -0.097 0.035
C 3.194 0.875 0.079 0.128
C -2.448 -1.389 0.788 -0.391
C -2.866 -0.848 -0.447 -0.401
C -0.378 -0.229 -0.222 -0.196
H -2.206 -0.882 1.779 0.229
H -2.781 -2.381 0.887 0.217
H 2.095 3.867 0.103 0.231
H -3.152 0.121 -0.772 0.233
H -3.432 -1.610 -1.059 0.220
H 3.764 -0.003 0.285 0.211
H -1.038 -2.228 -0.649 0.246



From most stable to least stable, the computed energies give i, ii.